[1]
{
  "formula": "C3H8NPS",
  "method": "ωB97M-V/def2-TZVPD",
  "elements": ["C", "C", "C", "N", "P", "S", "H", "H", "H", "H", "H", "H", "H", "H"],
  "coordinates": [[0.036, -1.183, -0.396], [1.250, -1.341, 0.421], [-1.372, 1.871, 0.628], [0.220, -0.122, -1.341], [0.805, 1.322, -0.752], [1.796, 0.401, 0.893], [-0.250, -2.074, -0.978], [-0.678, -0.786, 0.235], [1.085, -1.795, 1.510], [2.037, -1.875, -0.194], [-0.735, 1.401, 1.331], [-2.028, 1.163, 0.125], [-1.584, 2.958, 0.574], [-0.583, 0.060, -2.056]],
  "forces_ev_per_angstrom": [[-0.4, -0.7, -1.3], [2.1, -0.6, 2.0], [-2.4, 0.6, 0.2], [-1.6, 0.8, -3.0], [2.6, 0.8, -0.4], [-0.2, -0.7, -0.7], [-0.1, 0.1, 0.7], [-2.3, -0.3, 1.7], [0.2, 0.5, -2.7], [-0.6, 0.6, 1.1], [0.6, 0.2, 0.7], [-0.1, 0.4, -0.1], [0.4, -1.1, 0.1], [1.9, -0.8, 1.8]],
  "lowdin_charge": [-0.4202, -0.5015, -0.0819, -0.4193, 0.5402, 0.4538, 0.1307, 0.0528, 0.1133, 0.0878, -0.0757, -0.0157, 0.0115, 0.1244],
  "charge": 0,
  "homo_ev": [-5.40, -9.01],
  "orbital_gap_ev": [6.160, 8.226],
  "de_lowest_kcal_mol": 0.0,
  "multiplicity": 3
}

***

[2]
{
  "formula": "C3H8NS",
  "method": "ωB97M-V/def2-TZVPD",
  "elements": ["C", "C", "N", "C", "S", "H", "H", "H", "H", "H", "H", "H", "H"],
  "coordinates": [[0.654, 0.465, 1.656], [0.986, 0.472, 0.153], [1.667, -0.741, -0.309], [-0.239, 0.694, -0.720], [-1.575, -0.498, -0.427], [-0.269, -0.081, 1.856], [1.509, 0.074, 2.213], [0.460, 1.476, 2.036], [1.727, 1.282, 0.050], [0.931, -1.451, -0.367], [2.250, -1.117, 0.427], [0.053, 0.646, -1.777], [-0.620, 1.720, -0.650]],
  "forces_ev_per_angstrom": [[-0.2, 0.3, 0.0], [0.5, 0.4, 0.6], [-0.4, -0.7, 0.1], [-0.3, 0.5, -0.7], [-0.2, -0.3, 0.0], [0.2, -0.4, -0.1], [-0.1, -0.1, 0.1], [0.1, 0.1, -0.2], [-0.2, 0.1, -0.4], [-0.1, 0.1, -0.3], [0.3, 0.2, 0.2], [0.3, -0.2, 0.1], [0.1, 0.0, 0.5]],
  "lowdin_charge": [-0.1321, -0.5774, -0.0108, -0.7506, 0.1202, 0.0125, 0.0516, 0.0604, 0.1081, 0.0186, 0.0364, 0.0306, 0.0325],
  "charge": -1,
  "homo_ev": -2.27,
  "orbital_gap_ev": 6.554,
  "smiles": "C[C@@H](N)C[S-]",
  "de_lowest_kcal_mol": 3.1,
  "multiplicity": 1
}

***

[3]
{
  "formula": "C3H8NS",
  "method": "ωB97M-V/def2-TZVPD",
  "elements": ["C", "S", "H", "H", "H", "C", "C", "N", "H", "H", "H", "H", "H"],
  "coordinates": [[-0.291, 0.078, 2.301], [1.400, -0.572, 1.959], [-0.303, 1.132, 2.014], [-0.478, 0.008, 3.357], [-1.091, -0.417, 1.741], [1.084, -0.077, -1.291], [-1.188, 0.131, -1.607], [-0.065, 0.683, -1.711], [1.766, 0.383, -0.575], [0.800, -1.042, -0.872], [1.805, -0.119, -2.119], [-2.050, 0.684, -1.986], [-1.389, -0.871, -1.211]],
  "forces_ev_per_angstrom": [[0.8, 0.3, -0.6], [-0.1, -0.3, 0.3], [-0.2, 0.1, 0.1], [-0.4, 0.0, 0.5], [0.0, -0.2, 0.0], [0.9, -0.1, -0.4], [-0.5, 0.3, -0.4], [0.4, 0.2, 0.1], [-0.9, 0.5, 0.6], [0.3, -0.2, -0.1], [-0.5, -0.6, -0.5], [-0.1, -0.1, 0.2], [0.3, 0.0, 0.1]],
  "lowdin_charge": [-0.7096, 0.0090, -0.0244, -0.0432, -0.0259, -0.2258, -0.1168, -0.0867, 0.0110, 0.0320, 0.0631, 0.0477, 0.0695],
  "charge": -1,
  "homo_ev": -2.09,
  "orbital_gap_ev": 6.054,
  "de_lowest_kcal_mol": 36.3,
  "multiplicity": 1
}

***

[4]
{
  "formula": "C3H8NS",
  "method": "ωB97M-V/def2-TZVPD",
  "elements": ["C", "S", "H", "H", "H", "C", "C", "N", "H", "H", "H", "H", "H"],
  "coordinates": [[-1.349, -2.174, -1.144], [-2.117, -1.635, 0.523], [-1.612, -3.253, -1.256], [-0.248, -2.182, -1.230], [-1.913, -1.477, -1.867], [1.547, 2.368, 0.564], [0.777, 1.298, 0.148], [0.487, 0.268, 1.005], [1.625, 2.449, 1.657], [1.640, 3.290, -0.019], [0.135, 1.370, -0.790], [1.216, 0.081, 1.699], [-0.186, -0.402, 0.709]],
  "forces_ev_per_angstrom": [[-1.6, 0.2, 0.6], [0.9, -0.3, -0.8], [-0.1, 0.8, -0.4], [-0.3, 0.7, 0.1], [1.3, -1.4, 0.5], [-1.0, -0.5, -0.3], [-0.8, 1.3, 0.7], [2.2, 1.7, -0.9], [0.6, 0.0, -0.5], [0.0, -0.5, 0.1], [1.2, -0.5, 1.1], [-1.0, -0.2, -0.4], [-1.2, -1.3, 0.3]],
  "lowdin_charge": [-0.7630, -0.8130, -0.0424, -0.0351, -0.0197, -0.1337, -0.3368, 0.0309, 0.0157, -0.0063, 0.1168, 0.0891, -0.1023],
  "charge": -2,
  "homo_ev": [3.62, 0.39],
  "orbital_gap_ev": [2.218, 5.423],
  "de_lowest_kcal_mol": 25.3,
  "multiplicity": 2
}

***

[5]
{
  "formula": "C3H8NS",
  "method": "ωB97M-V/def2-TZVPD",
  "elements": ["C", "S", "H", "H", "H", "C", "C", "N", "H", "H", "H", "H", "H"],
  "coordinates": [[-2.077, -0.568, -2.331], [-0.321, -1.027, -1.909], [-2.681, -1.441, -2.582], [-2.050, -0.102, -3.348], [-2.537, 0.132, -1.641], [1.822, 0.067, 2.201], [0.400, 0.933, 0.565], [1.586, 0.934, 1.093], [2.789, -0.552, 1.966], [2.182, 0.605, 3.057], [1.019, -0.619, 2.575], [0.349, 1.284, -0.483], [-0.480, 0.353, 0.837]],
  "forces_ev_per_angstrom": [[1.1, 0.0, -1.3], [-1.6, 0.2, -0.5], [0.0, -0.2, 0.7], [0.3, 0.1, 0.8], [0.0, -0.2, 0.1], [1.8, -1.7, 0.6], [2.7, -0.3, -0.9], [-2.8, -0.3, -1.1], [-1.9, 0.7, 0.1], [0.0, 0.7, 0.5], [0.3, 0.5, -0.7], [-0.2, 0.7, 0.8], [0.1, -0.2, 0.7]],
  "lowdin_charge": [-0.5046, 0.5603, 0.0152, 0.0335, 0.0134, -0.2005, -0.1355, -0.0919, 0.1078, 0.0500, 0.0796, 0.0241, 0.0486],
  "charge": 0,
  "homo_ev": [-9.46, -9.09],
  "orbital_gap_ev": [10.309, 7.016],
  "de_lowest_kcal_mol": 33.4,
  "multiplicity": 2
}

***

[6]
{
  "formula": "C3H8NS2",
  "method": "ωB97M-V/def2-TZVPD",
  "elements": ["C", "C", "C", "N", "S", "S", "H", "H", "H", "H", "H", "H", "H", "H"],
  "coordinates": [[0.080, 1.323, 1.392], [0.823, 0.872, -0.808], [0.915, -0.859, 0.964], [0.568, 0.513, 0.576], [-0.482, 2.480, 2.205], [-2.345, -0.829, -1.265], [-0.022, 0.861, -1.399], [1.716, 0.388, -1.224], [1.117, 1.925, -0.997], [0.434, -1.032, 1.921], [1.948, -0.873, 0.952], [0.714, -1.498, 0.145], [-1.875, -2.045, -1.248], [-3.592, -1.226, -1.214]],
  "forces_ev_per_angstrom": [[-0.5, 1.6, 0.2], [2.6, 2.3, -0.7], [-1.0, 0.8, 0.3], [0.1, -0.5, -0.5], [0.1, -0.6, 0.0], [0.4, 1.2, 0.0], [-1.9, -1.2, -1.2], [-0.7, -0.7, 0.4], [-0.1, -0.1, 1.2], [0.2, -0.7, -0.2], [2.4, -0.1, 0.9], [-1.2, -0.8, -0.5], [0.3, -1.0, 0.0], [-0.8, -0.2, 0.1]],
  "lowdin_charge": [-0.6036, -0.0062, 0.0445, -0.1870, 1.0629, 0.5369, 0.0378, 0.1278, 0.1253, 0.1221, 0.0882, 0.0931, -0.2285, -0.2133],
  "charge": 1,
  "homo_ev": -13.14,
  "orbital_gap_ev": 7.429,
  "de_lowest_kcal_mol": 40.1,
  "multiplicity": 1
}

***

[7]
{
  "formula": "C3H8O",
  "method": "ωB97M-V/def2-TZVPD",
  "elements": ["C", "O", "C", "C", "H", "H", "H", "H", "H", "H", "H", "H"],
  "coordinates": [[1.170, -0.050, 0.427], [0.736, -1.659, -1.686], [-0.323, 0.042, 0.762], [-1.122, 0.506, -0.462], [1.147, -0.633, -0.555], [1.585, 0.919, 0.170], [1.797, -0.503, 1.188], [-0.470, 0.692, 1.627], [-0.661, -0.981, 0.922], [-0.860, 1.505, -0.809], [-2.184, 0.331, -0.319], [-0.815, -0.169, -1.265]],
  "forces_ev_per_angstrom": [[-1.3, 0.6, 0.4], [0.6, 1.0, 1.3], [0.4, -0.2, -0.9], [0.6, -0.6, -0.1], [0.3, -1.1, -1.2], [0.2, 0.1, -0.4], [0.0, -0.5, -0.3], [-0.1, -0.2, 0.1], [-0.1, 0.1, 0.7], [-0.3, 0.2, 0.3], [-0.1, 0.5, 0.1], [-0.2, 0.1, -0.1]],
  "lowdin_charge": [-0.0480, -0.1337, -0.2919, -0.1223, 0.0205, 0.0893, 0.0889, 0.1075, 0.1054, 0.0759, 0.0717, 0.0366],
  "charge": 0,
  "homo_ev": -11.23,
  "orbital_gap_ev": 7.972,
  "de_lowest_kcal_mol": 146.6,
  "multiplicity": 1
}

***

[8]
{
  "formula": "C3H8O",
  "method": "ωB97M-V/def2-TZVPD",
  "elements": ["C", "C", "O", "H", "H", "H", "H", "C", "H", "H", "H", "H"],
  "coordinates": [[1.372, -1.443, 1.401], [1.843, -0.241, 1.137], [3.121, -0.064, 0.612], [0.589, -1.645, 2.116], [2.066, -2.155, 0.939], [1.494, 0.774, 1.277], [3.547, 0.699, 0.979], [-2.780, 0.802, -1.690], [-3.580, 1.524, -1.498], [-1.744, 1.127, -1.709], [-3.058, 0.523, -2.700], [-2.867, 0.098, -0.864]],
  "forces_ev_per_angstrom": [[1.1, 0.3, -0.5], [1.3, 1.8, 0.4], [-0.3, -1.7, -1.0], [-0.4, -0.1, -0.7], [-0.6, -0.6, 0.8], [-1.1, -0.3, 0.8], [-0.1, 0.7, 0.2], [-0.6, 0.4, 0.1], [0.8, 0.7, 0.4], [-0.2, 0.7, 0.1], [0.2, -1.1, 0.1], [-0.1, -0.7, -0.6]],
  "lowdin_charge": [0.0094, -0.2732, -0.0444, 0.0554, 0.0729, 0.1044, 0.0759, -0.0537, 0.0153, 0.0126, 0.0111, 0.0142],
  "charge": 0,
  "homo_ev": -9.23,
  "orbital_gap_ev": 10.099,
  "smiles": "C=CO.C",
  "de_lowest_kcal_mol": 40.3,
  "multiplicity": 1
}

***

[9]
{
  "formula": "C3H8O2",
  "method": "ωB97M-V/def2-TZVPD",
  "elements": ["O", "C", "O", "H", "H", "C", "C", "H", "H", "H", "H", "H", "H"],
  "coordinates": [[2.584, 0.002, -3.084], [1.410, 0.009, -2.738], [0.394, -0.536, -3.502], [0.901, 0.176, -1.755], [0.918, -0.965, -4.161], [-2.651, 0.273, 3.924], [-1.170, 0.294, 4.415], [-2.651, -0.431, 3.076], [-3.000, 1.281, 3.590], [-3.323, 0.029, 4.721], [-0.463, 0.772, 3.701], [-0.937, 0.686, 5.417], [-0.801, -0.731, 4.494]],
  "forces_ev_per_angstrom": [[-2.7, 0.5, 1.0], [0.3, -1.6, -0.2], [1.1, 1.0, 1.2], [1.1, 0.8, -0.4], [0.2, -0.7, -1.6], [1.4, 1.2, -0.4], [0.5, -0.2, -0.1], [-0.6, 0.3, 0.4], [0.5, -0.7, 0.0], [-0.4, -0.7, 0.3], [-0.7, -0.1, 0.3], [-0.6, 0.4, -0.3], [-0.2, -0.2, -0.1]],
  "lowdin_charge": [0.0510, -0.3320, 0.0502, 0.1475, 0.0833, -0.1610, -0.1816, 0.0638, 0.0663, 0.0430, 0.0638, 0.0567, 0.0490],
  "charge": 0,
  "homo_ev": -11.27,
  "orbital_gap_ev": 12.077,
  "smiles": "O=CO.CC",
  "de_lowest_kcal_mol": 19.9,
  "multiplicity": 1
}

***

What is the formula in the first record? C3H8NPS